Record 1
Molecular formula: CH4O3S
Method: DFT, the ωB97M-V functional and the def2-TZVPD basis

Geometry as ORCA input:
```
! RIJCOSX wB97M-V def2-TZVPD def2/J DEFGRID3
* xyz 0 1
C -0.24 -0.01 0.11
O -0.28 -1.33 0.55
O -1.32 0.72 0.52
O 0.90 0.59 0.63
S 2.35 -0.03 0.12
H -0.24 0.03 -1.00
H -1.09 -1.75 0.25
H -1.27 0.84 1.48
H 2.59 0.88 -0.85
*
```

Kohn-Sham gap: 10.174 eV
energy: -664.37770 a.u.
highest occupied orbital energy: -9.49 eV
largest force on an atom: 1.06 eV/Å
energy relative to the best compared isomer or geometry (same formula, charge and spin): 116.7 kJ/mol
LUMO level: 0.02521 hartree


Record 2
Molecular formula: C31H35CsF3IN3O2SbTe
Method: DFT, the ωB97M-V functional and the def2-TZVPD basis

Geometry as ORCA input:
```
! RIJCOSX wB97M-V def2-TZVPD def2/J DEFGRID3
* xyz 0 1
Cs 0.85 0.20 -0.16
N -0.86 2.66 1.56
C -1.80 3.35 0.67
C -2.74 2.37 -0.02
N -2.10 1.59 -1.07
C -2.00 2.31 -2.34
C -1.33 1.47 -3.41
N 0.08 1.23 -3.15
H -1.37 2.22 2.32
H -0.25 3.34 2.00
H -1.22 3.89 -0.08
H -2.42 4.09 1.20
H -3.60 2.94 -0.41
H -3.14 1.68 0.73
H -2.63 0.74 -1.23
H -1.40 3.21 -2.18
H -2.99 2.64 -2.69
H -1.48 1.97 -4.37
H -1.86 0.51 -3.49
H 0.67 1.68 -3.84
H 0.31 0.24 -3.14
I 4.86 -6.09 -5.98
C 3.96 -4.63 -4.77
C 4.76 -3.84 -3.96
C 4.16 -2.87 -3.17
C 2.78 -2.70 -3.18
C 2.00 -3.51 -4.00
C 2.59 -4.48 -4.81
C 2.14 -1.65 -2.29
O 2.92 -0.96 -1.59
O 0.88 -1.57 -2.30
H 5.84 -3.97 -3.95
H 4.75 -2.24 -2.52
H 0.93 -3.37 -4.00
H 1.98 -5.10 -5.45
F -3.07 2.12 8.21
C -2.30 1.58 7.25
C -2.89 0.73 6.33
C -2.09 0.19 5.33
C -0.73 0.48 5.26
C -0.18 1.33 6.21
C -0.96 1.89 7.21
Sb 0.41 -0.41 3.67
C 0.75 -2.28 4.62
C 0.99 -3.39 3.81
C 1.22 -4.64 4.35
C 1.20 -4.77 5.72
F 1.42 -5.99 6.26
C 0.96 -3.71 6.57
C 0.74 -2.46 6.00
C 2.25 0.56 4.15
C 2.55 1.75 3.49
C 3.74 2.42 3.71
C 4.63 1.87 4.61
F 5.80 2.50 4.84
C 4.38 0.69 5.29
C 3.17 0.04 5.05
H -3.95 0.52 6.40
H -2.55 -0.47 4.60
H 0.88 1.57 6.17
H -0.54 2.56 7.95
H 1.00 -3.27 2.73
H 1.40 -5.51 3.73
H 0.96 -3.86 7.64
H 0.54 -1.62 6.66
H 1.84 2.16 2.77
H 3.99 3.34 3.21
H 5.11 0.30 5.98
H 2.97 -0.89 5.57
C 4.55 -2.59 3.16
Te 3.84 -1.70 1.36
C 3.21 -3.52 0.45
H 5.23 -3.40 2.91
H 3.73 -2.96 3.77
H 5.10 -1.82 3.70
H 2.88 -4.20 1.23
H 4.03 -3.96 -0.11
H 2.39 -3.29 -0.23
*
```

Kohn-Sham gap: 7.552 eV
energy: -2642.73647 a.u.
highest occupied orbital energy: -7.63 eV
largest force on an atom: 0.94 eV/Å
energy relative to the best compared isomer or geometry (same formula, charge and spin): 26.8 kJ/mol
LUMO level: -0.00300 hartree


Record 3
Molecular formula: C39H63F18NO15
Method: DFT, the ωB97M-V functional and the def2-TZVPD basis

Geometry as ORCA input:
```
! RIJCOSX wB97M-V def2-TZVPD def2/J DEFGRID3
* xyz 0 1
C -3.60 -3.07 3.32
C -2.71 -3.95 4.24
N -2.84 -3.65 5.67
C -2.55 -2.24 6.04
C -1.07 -1.94 5.97
C -2.33 -4.67 6.53
C -2.60 -4.50 8.01
H -3.26 -2.03 3.32
H -4.61 -3.01 3.72
H -3.54 -3.38 2.28
H -3.02 -4.99 4.10
H -1.65 -3.90 3.97
H -3.18 -1.53 5.50
H -2.91 -2.00 7.05
H -0.76 -1.81 4.93
H -0.85 -1.00 6.47
H -0.41 -2.71 6.36
H -1.27 -4.83 6.39
H -2.89 -5.57 6.25
H -2.16 -5.30 8.61
H -3.68 -4.44 8.13
H -2.23 -3.58 8.46
C -8.20 4.49 1.83
C -7.09 5.33 2.55
O -5.71 4.89 2.30
C -5.22 5.05 1.08
O -5.54 5.86 0.22
C -4.04 4.08 0.88
F -2.92 4.77 0.85
F -4.00 3.12 1.83
F -4.15 3.54 -0.33
H -9.14 4.96 2.10
H -8.13 3.43 2.06
H -8.03 4.59 0.76
H -7.28 5.20 3.62
H -7.18 6.40 2.36
C 5.24 4.10 -0.51
C 6.36 3.58 0.37
O 6.47 4.06 1.66
C 5.66 3.54 2.64
O 4.79 2.72 2.42
C 5.84 4.17 4.05
F 5.65 3.25 4.96
F 7.09 4.70 4.25
F 5.01 5.18 4.20
H 5.16 3.63 -1.49
H 5.35 5.17 -0.64
H 4.24 3.99 -0.09
H 7.30 3.72 -0.17
H 6.29 2.49 0.35
C -4.71 -2.33 -3.90
C -5.08 -1.28 -2.84
O -6.35 -1.52 -2.23
C -6.83 -0.92 -1.15
O -6.22 -0.07 -0.51
C -8.19 -1.40 -0.71
F -8.05 -2.24 0.30
F -8.91 -0.42 -0.34
F -8.81 -2.04 -1.67
H -3.67 -2.26 -4.23
H -5.35 -2.22 -4.77
H -4.82 -3.35 -3.54
H -4.79 -0.29 -3.20
H -4.35 -1.43 -2.04
C 4.28 -1.81 -6.15
C 4.75 -2.10 -7.59
O 6.09 -2.52 -7.65
C 6.82 -2.63 -8.74
O 6.31 -2.58 -9.91
C 8.32 -2.97 -8.51
F 9.14 -2.20 -9.12
F 8.65 -2.96 -7.22
F 8.47 -4.21 -8.99
H 3.22 -1.56 -6.14
H 4.87 -1.01 -5.71
H 4.41 -2.68 -5.51
H 4.47 -1.26 -8.22
H 4.07 -2.83 -8.04
C -3.60 2.62 8.52
C -3.39 3.47 7.31
O -2.10 3.38 6.74
C -1.69 4.37 5.94
O -2.37 5.33 5.63
C -0.23 4.31 5.43
F 0.32 5.43 5.85
F 0.48 3.29 5.86
F -0.18 4.28 4.09
H -4.63 2.57 8.86
H -3.04 3.02 9.36
H -3.25 1.59 8.37
H -3.63 4.47 7.68
H -4.21 3.32 6.61
C -0.40 1.38 -6.92
C -0.31 2.37 -5.80
O 0.48 3.42 -6.20
C 0.94 4.33 -5.16
O 0.69 4.14 -3.96
C 1.63 5.57 -5.71
F 1.18 6.60 -5.04
F 2.96 5.45 -5.57
F 1.38 5.71 -7.00
H 0.61 1.18 -7.29
H -0.89 1.90 -7.74
H -0.88 0.44 -6.64
H 0.22 1.89 -4.98
H -1.31 2.63 -5.45
C 0.46 0.59 1.22
C 0.73 -0.23 0.00
O -0.16 -0.97 -0.44
C 2.00 0.06 -0.83
H -0.28 0.11 1.86
H 0.17 1.54 0.78
H 1.40 0.75 1.75
H 2.31 -0.76 -1.47
H 2.82 0.35 -0.17
H 1.78 0.94 -1.44
C -1.44 -6.34 -1.02
C -0.02 -6.51 -1.57
O 0.64 -7.52 -1.42
C 0.38 -5.35 -2.49
H -2.15 -6.01 -1.77
H -1.42 -5.67 -0.16
H -1.83 -7.30 -0.70
H 0.11 -4.43 -1.97
H -0.12 -5.48 -3.45
H 1.46 -5.34 -2.61
C 8.63 -2.10 -2.51
C 7.52 -3.08 -2.59
O 6.40 -2.83 -2.19
C 7.78 -4.35 -3.23
H 9.52 -2.50 -2.03
H 8.25 -1.28 -1.90
H 9.01 -1.75 -3.47
H 8.08 -4.18 -4.26
H 7.03 -5.12 -3.04
H 8.74 -4.55 -2.75
*
```

Kohn-Sham gap: 7.965 eV
energy: -4504.72284 a.u.
highest occupied orbital energy: -7.96 eV
largest force on an atom: 5.99 eV/Å
energy relative to the best compared isomer or geometry (same formula, charge and spin): 0.0 kJ/mol
LUMO level: 0.00029 hartree


Record 4
Molecular formula: C4H6N2OS
Method: DFT, the ωB97M-V functional and the def2-TZVPD basis

Geometry as ORCA input:
```
! RIJCOSX wB97M-V def2-TZVPD def2/J DEFGRID3
* xyz 0 1
C 0.03 1.17 0.82
C 0.48 0.14 -0.17
C 1.72 -0.32 -0.45
C -0.32 -0.65 -1.05
H -0.36 -0.11 2.36
H -1.70 0.36 1.58
H 0.89 1.66 1.26
H -0.52 1.95 0.29
H 2.73 -0.08 -0.07
H -2.18 -1.48 -2.15
N -0.80 0.68 1.92
N 0.39 -1.48 -1.77
O 1.69 -1.28 -1.39
S -2.07 -0.55 -1.20
*
```

Kohn-Sham gap: 10.086 eV
energy: -738.90322 a.u.
highest occupied orbital energy: -9.38 eV
largest force on an atom: 1.10 eV/Å
energy relative to the best compared isomer or geometry (same formula, charge and spin): 266.4 kJ/mol
LUMO level: 0.02591 hartree


Record 5
Molecular formula: C13H17F6N3OPS
Method: DFT, the ωB97M-V functional and the def2-TZVPD basis

Geometry as ORCA input:
```
! RIJCOSX wB97M-V def2-TZVPD def2/J DEFGRID3
* xyz -1 1
C 4.28 -1.43 0.23
C 3.93 0.16 0.32
O 4.13 0.72 1.44
N 3.47 0.81 -0.91
C 2.76 -0.12 -1.83
C 2.73 2.08 -0.66
C 1.48 1.97 0.34
C 0.12 1.44 -0.37
C -1.05 1.62 0.73
C -2.46 0.95 0.26
C -2.80 0.69 -1.26
C -4.15 0.01 -1.66
C -5.10 -0.37 -0.45
N -6.38 -1.03 -0.47
S -7.04 -1.21 1.10
N -5.80 -0.46 2.05
C -4.80 -0.08 1.07
C -3.44 0.60 1.44
H 5.03 -1.75 1.04
H 3.31 -2.06 0.28
H 4.83 -1.60 -0.77
H 3.47 -0.70 -2.53
H 2.06 -0.83 -1.26
H 2.08 0.49 -2.54
H 3.47 2.83 -0.18
H 2.40 2.49 -1.68
H 1.23 3.05 0.69
H 1.67 1.37 1.29
H -0.13 1.98 -1.34
H 0.27 0.31 -0.53
H -0.74 0.99 1.65
H -1.20 2.69 1.10
H -2.07 0.98 -2.11
H -4.45 -0.23 -2.74
H -3.15 0.85 2.52
F 0.88 -2.72 -0.65
P 0.29 -2.46 0.82
F 1.49 -3.37 1.38
F -0.50 -1.37 1.69
F -0.43 -3.57 1.72
F -1.00 -2.51 -0.14
F 1.29 -1.21 0.92
*
```

Kohn-Sham gap: 7.156 eV
energy: -2083.80778 a.u.
highest occupied orbital energy: -6.00 eV
largest force on an atom: 5.25 eV/Å
LUMO level: 0.04242 hartree


Record 6
Molecular formula: C18H26BeF6Ge2NO4S2
Method: DFT, the ωB97M-V functional and the def2-TZVPD basis

Geometry as ORCA input:
```
! RIJCOSX wB97M-V def2-TZVPD def2/J DEFGRID3
* xyz 1 1
Be 0.22 0.58 1.76
C -2.45 2.79 0.39
C -1.08 3.45 0.45
Ge 0.41 2.18 0.05
C 2.18 3.08 0.19
C 2.30 4.22 -0.82
C 0.19 1.58 -1.80
C 0.06 0.28 -2.06
Ge 0.09 -0.87 -0.43
C -1.61 -1.73 0.17
C -2.24 -2.69 -0.84
C 1.72 -1.95 -0.07
C 1.83 -3.19 -0.96
C -0.11 -0.37 -3.37
C -0.23 -1.76 -3.44
C -0.42 -2.41 -4.65
C -0.50 -1.67 -5.82
C -0.36 -0.29 -5.77
C -0.17 0.36 -4.57
H -3.24 3.53 0.58
H -2.55 2.01 1.15
H -2.64 2.35 -0.58
H -0.90 3.90 1.43
H -1.00 4.24 -0.30
H 2.97 2.34 0.03
H 2.30 3.46 1.21
H 2.21 3.85 -1.84
H 3.27 4.70 -0.72
H 1.53 4.98 -0.66
H 0.17 2.31 -2.60
H -2.31 -0.94 0.42
H -1.35 -2.26 1.09
H -2.52 -2.18 -1.76
H -3.15 -3.11 -0.41
H -1.58 -3.52 -1.09
H 1.67 -2.24 0.98
H 2.58 -1.30 -0.19
H 0.93 -3.81 -0.92
H 2.66 -3.81 -0.60
H 2.03 -2.92 -1.99
H -0.16 -2.34 -2.53
H -0.51 -3.49 -4.68
H -0.65 -2.17 -6.76
H -0.40 0.28 -6.69
H -0.06 1.43 -4.56
F -2.48 -2.27 3.43
C -2.50 -1.21 4.22
F -2.45 -1.57 5.48
F -3.57 -0.48 3.98
S -0.98 -0.18 3.87
O -1.14 0.30 2.46
O -0.85 0.86 4.82
N 0.13 -1.30 3.90
S 1.58 -0.76 3.64
O 2.52 -1.76 3.32
O 1.48 0.35 2.63
C 2.17 0.13 5.19
F 1.98 1.43 5.04
F 3.45 -0.12 5.36
F 1.48 -0.32 6.22
*
```

Kohn-Sham gap: 6.732 eV
energy: -6621.11406 a.u.
highest occupied orbital energy: -11.46 eV
largest force on an atom: 1.11 eV/Å
LUMO level: -0.17364 hartree


Record 7
Molecular formula: C3H7NO2S2
Method: DFT, the ωB97M-V functional and the def2-TZVPD basis

Geometry as ORCA input:
```
! RIJCOSX wB97M-V def2-TZVPD def2/J DEFGRID3
* xyz 0 1
C 1.67 0.00 0.42
C -1.89 -0.71 -0.96
C 0.41 -0.79 0.67
N 1.80 1.29 0.83
O -1.23 1.11 0.97
O -0.08 1.09 -1.22
S 2.90 -0.71 -0.31
S -0.72 0.34 -0.15
H -2.65 -0.05 -1.41
H -1.23 -1.25 -1.61
H -2.50 -1.33 -0.22
H 0.48 -1.73 0.15
H -0.07 -0.73 1.71
H 0.83 1.69 1.02
H 2.29 1.78 0.11
*
```

Kohn-Sham gap: 8.936 eV
energy: -1120.06935 a.u.
highest occupied orbital energy: -8.69 eV
largest force on an atom: 3.39 eV/Å
energy relative to the best compared isomer or geometry (same formula, charge and spin): 186.2 kJ/mol
LUMO level: 0.00909 hartree


Record 8
Molecular formula: C29H79F3Hf2N4O25S3
Method: DFT, the ωB97M-V functional and the def2-TZVPD basis

Geometry as ORCA input:
```
! RIJCOSX wB97M-V def2-TZVPD def2/J DEFGRID3
* xyz 2 1
Hf 24.69 23.97 -17.39
Hf 27.45 19.58 -22.61
C 24.18 16.11 -25.70
C 24.38 17.56 -26.18
O 25.43 18.28 -25.52
H 23.94 16.16 -24.64
H 25.11 15.55 -25.76
H 23.41 15.50 -26.17
H 23.53 18.22 -26.03
H 24.52 17.67 -27.26
S 25.24 19.19 -19.15
O 24.97 19.28 -20.58
O 24.58 18.19 -18.34
O 26.60 18.86 -19.49
O 25.06 20.54 -18.59
S 29.04 23.50 -19.83
O 30.30 23.34 -19.06
O 29.04 24.62 -20.72
O 28.73 22.25 -20.59
O 27.83 23.71 -18.98
C 22.27 22.71 -23.50
F 22.16 21.41 -23.16
F 22.21 22.80 -24.85
F 21.30 23.42 -22.89
S 23.98 23.53 -22.72
O 23.77 23.71 -21.22
O 25.02 22.49 -22.96
O 24.21 24.79 -23.39
C 15.72 27.60 -24.02
O 14.88 26.55 -23.69
C 15.51 25.62 -22.79
C 14.21 24.80 -22.49
N 13.50 25.42 -21.34
C 12.16 24.78 -21.29
C 12.25 23.34 -20.74
O 10.95 22.72 -20.45
C 10.54 21.98 -21.60
H 16.77 27.34 -23.89
H 15.53 28.52 -23.47
H 15.49 27.75 -25.07
H 16.08 26.12 -22.02
H 16.16 24.96 -23.37
H 14.57 23.81 -22.21
H 13.47 24.80 -23.28
H 13.42 26.34 -21.75
H 11.68 24.79 -22.27
H 11.57 25.41 -20.63
H 12.83 23.39 -19.82
H 12.92 22.62 -21.19
H 10.50 22.48 -22.56
H 9.68 21.31 -21.49
H 11.33 21.25 -21.76
C 29.39 18.41 -29.63
O 29.52 19.47 -28.65
C 29.79 20.73 -29.23
C 28.55 21.66 -29.47
N 27.41 21.51 -28.53
C 26.21 22.32 -28.96
C 26.19 23.89 -28.77
O 24.93 24.25 -29.45
C 24.12 25.16 -28.79
H 30.34 18.10 -30.08
H 28.69 18.61 -30.44
H 29.04 17.58 -29.01
H 30.50 20.64 -30.05
H 30.48 21.15 -28.49
H 28.19 21.26 -30.42
H 28.92 22.68 -29.62
H 27.06 20.58 -28.37
H 25.37 21.95 -28.36
H 26.08 22.17 -30.03
H 27.00 24.43 -29.27
H 26.20 24.15 -27.71
H 23.37 25.54 -29.49
H 24.71 26.04 -28.55
H 23.62 24.82 -27.88
C 28.61 28.57 -23.33
O 30.01 28.35 -23.41
C 30.50 28.04 -24.80
C 30.00 26.62 -25.28
N 30.52 25.48 -24.58
C 32.05 25.34 -24.67
C 32.65 24.45 -23.64
O 32.22 23.10 -23.85
C 33.08 22.30 -24.71
H 28.37 29.18 -24.20
H 28.26 29.10 -22.45
H 27.96 27.74 -23.61
H 31.59 28.10 -24.75
H 30.20 28.89 -25.41
H 29.98 26.42 -26.35
H 28.93 26.63 -25.10
H 30.15 25.62 -23.65
H 32.67 26.22 -24.83
H 32.20 24.89 -25.65
H 32.34 24.87 -22.68
H 33.72 24.65 -23.65
H 33.86 21.92 -24.04
H 33.40 22.83 -25.60
H 32.52 21.40 -24.96
C 11.25 22.53 -30.66
O 11.69 22.75 -29.31
C 12.76 23.60 -29.13
C 13.25 23.51 -27.69
N 14.62 22.97 -27.75
C 15.65 23.89 -28.29
C 17.12 23.37 -27.94
O 17.77 23.20 -29.22
C 17.83 21.84 -29.59
H 10.99 23.42 -31.22
H 10.33 21.96 -30.54
H 11.89 21.87 -31.25
H 12.49 24.59 -29.49
H 13.58 23.42 -29.83
H 12.62 22.82 -27.13
H 13.13 24.51 -27.28
H 14.71 22.18 -28.37
H 15.59 24.89 -27.86
H 15.55 24.11 -29.35
H 17.05 22.54 -27.23
H 17.66 24.18 -27.44
H 18.02 21.82 -30.67
H 16.84 21.39 -29.48
H 18.57 21.17 -29.15
O 19.06 18.35 -21.12
H 19.72 18.64 -21.75
H 18.43 19.07 -21.07
O 21.58 22.44 -17.84
H 20.68 22.64 -17.59
H 21.55 21.54 -18.16
O 29.04 21.79 -24.61
H 29.70 22.47 -24.48
H 28.85 21.81 -25.55
O 25.67 27.08 -19.09
H 25.51 28.02 -19.07
H 26.48 26.99 -19.59
C 20.78 29.91 -22.23
C 21.92 29.00 -22.55
O 21.57 28.18 -23.62
H 21.01 30.81 -21.66
H 20.22 29.31 -21.51
H 20.04 30.15 -23.00
H 22.26 28.39 -21.72
H 22.86 29.52 -22.77
H 22.23 27.51 -23.81
*
```

Kohn-Sham gap: 1.061 eV
energy: -4840.51226 a.u.
highest occupied orbital energy: -11.47 eV
largest force on an atom: 5.71 eV/Å
LUMO level: -0.38270 hartree